129
Properties=species:S:1:pos:R:3 method="wB97M-V/def2-TZVPD" orbital_gap_ev=5.12 max_force_ha_per_bohr=0.01386 multiplicity=1 charge=-2 e_lumo_ev=3.94
Tl -0.3971 0.0564 -0.6297
C -2.0383 -2.9495 2.8483
C -1.8871 -4.1648 1.9321
C -0.4900 -4.1997 1.3040
C -2.9367 -4.2986 0.8406
C -3.4816 -5.5677 0.6578
C -4.4251 -5.8283 -0.3232
C -4.8235 -4.7956 -1.1506
C -4.2962 -3.5133 -1.0213
C -4.7585 -2.4604 -2.0184
C -6.2568 -2.1738 -1.8851
C -4.4060 -2.8844 -3.4446
C -3.3390 -3.2471 -0.0105
N -2.8095 -1.9398 0.1398
C -3.6909 -1.0569 0.4590
C -3.5959 0.3575 0.5714
C -4.7211 1.1273 0.9178
C -4.3163 2.4544 0.9012
C -2.9507 2.4383 0.5479
N -2.5054 1.1891 0.3552
C -2.0142 3.6368 0.4844
C -1.1208 3.6178 1.7362
C -1.1263 3.5769 -0.7615
C -2.8206 4.9345 0.4588
H -1.3743 -3.0610 3.7133
H -3.0628 -2.8460 3.2201
H -1.7750 -2.0337 2.3297
H -1.9881 -5.0568 2.5546
H -0.3602 -3.3549 0.6238
H -0.3416 -5.1214 0.7357
H 0.2832 -4.1462 2.0743
H -3.1578 -6.3668 1.3173
H -4.8425 -6.8236 -0.4386
H -5.5664 -4.9910 -1.9202
H -4.2256 -1.5365 -1.8228
H -6.8549 -3.0366 -2.1966
H -6.5364 -1.3215 -2.5117
H -6.5205 -1.9348 -0.8510
H -4.7761 -3.8884 -3.6733
H -3.3218 -2.8745 -3.5630
H -4.8479 -2.1835 -4.1643
H -4.7052 -1.4193 0.6765
H -5.7101 0.7398 1.1320
H -4.9284 3.3177 1.1181
H -0.5251 2.7005 1.7386
H -1.7299 3.6247 2.6463
H -0.4419 4.4794 1.7505
H -0.5196 2.6716 -0.7690
H -0.4493 4.4387 -0.7917
H -1.7266 3.5562 -1.6749
H -3.4541 5.0252 1.3457
H -3.4630 4.9680 -0.4262
H -2.1464 5.7961 0.4308
C 1.5235 3.4766 4.9952
C 1.0721 2.7226 6.2457
C -0.2341 3.3036 6.7851
C 0.9544 1.2123 5.9814
N -0.1793 0.8644 5.1412
C -0.2857 0.8289 3.8122
N -1.5207 0.5456 3.4934
N -2.1850 0.4023 4.6668
N -1.3870 0.5866 5.6656
H 1.6539 4.5384 5.2177
H 0.7768 3.3940 4.1974
H 2.4698 3.0890 4.6112
H 1.8437 2.8278 7.0141
H -1.0000 3.3196 6.0063
H -0.0778 4.3318 7.1222
H -0.6226 2.7163 7.6206
H 0.8215 0.6840 6.9221
H 1.8573 0.8434 5.4948
H 0.5351 0.9962 3.1226
C 2.4701 3.3302 0.1352
Si 3.4831 2.3465 -1.1403
C 2.3220 2.2761 -2.6343
C 4.8378 3.5554 -1.7208
Si 4.6672 0.4741 -0.3958
Si 4.3275 0.1942 1.8864
C 6.0401 -0.0398 2.6999
C 3.6944 1.7171 2.8475
C 3.3370 -1.2125 2.7050
Si 3.9986 -1.3267 -1.7229
C 2.8989 -1.0203 -3.2351
C 3.1894 -2.8304 -0.8952
C 5.6009 -2.0248 -2.4832
H 2.0088 4.2143 -0.3231
H 3.0896 3.6608 0.9764
H 1.6637 2.7050 0.5428
H 1.9049 3.2689 -2.8353
H 1.4771 1.5964 -2.4814
H 2.8452 1.9424 -3.5376
H 4.4263 4.5048 -2.0967
H 5.4140 3.0895 -2.5302
H 5.5392 3.7733 -0.9063
H 6.7549 0.7014 2.3250
H 6.4510 -1.0350 2.4799
H 5.9709 0.0669 3.7917
H 4.2830 2.6075 2.5877
H 3.7942 1.5547 3.9283
H 2.6465 1.9488 2.6187
H 3.5032 -2.1602 2.1752
H 2.2601 -1.0082 2.6704
H 3.6304 -1.3620 3.7503
H 1.8808 -0.7295 -2.9476
H 2.8268 -1.9412 -3.8278
H 3.2997 -0.2323 -3.8844
H 2.1110 -2.6581 -0.8016
H 3.5885 -3.0061 0.1121
H 3.3381 -3.7437 -1.4840
H 6.2018 -1.2170 -2.9191
H 5.3901 -2.7605 -3.2739
H 6.2162 -2.5098 -1.7125
F 0.0913 -3.7666 -6.7115
C 0.4774 -2.4898 -6.5865
C -0.3078 -1.6119 -5.9613
N 0.0060 -0.2850 -5.8545
C -0.8829 0.6125 -5.1085
C -0.8954 0.3239 -3.5948
O -1.1738 1.3075 -2.8733
O -0.6032 -0.8458 -3.2353
C 1.1976 0.2072 -6.3584
O 1.5250 1.3763 -6.3207
N 1.9965 -0.7525 -6.9575
C 1.7398 -2.1040 -7.1667
O 2.5176 -2.8009 -7.7804
H -1.2422 -1.9176 -5.5190
H -1.9032 0.5099 -5.4781
H -0.5449 1.6267 -5.2635
H 2.8793 -0.4149 -7.3020

143
Properties=species:S:1:pos:R:3 method="wB97M-V/def2-TZVPD" orbital_gap_ev=8.87 smiles="CCSC[C@]1(CCC(F)(F)C(F)(F)S(F)(F)(F)(F)F)[C@@H](S(C)(=O)=O)NC(=O)[C@@]1(CCCCCCOC(C)=O)[PH2]=S.CC(C)=O.CC(C)=O.CC(C)=O.CC(C)=O.CC(C)=O.CC(C)=O.CC(C)=O" max_force_ha_per_bohr=0.03868 multiplicity=1 e_lumo_ev=0.21
C 5.4414 -6.2396 -4.0298
C 4.9787 -4.7775 -3.9835
S 3.3084 -4.7594 -3.2647
C 2.6080 -3.1001 -3.5827
C 2.2514 -2.2686 -2.3197
C 2.0629 -0.8075 -2.8466
C 2.8833 0.3138 -2.1779
C 2.0591 1.6155 -2.1643
F 1.0301 1.4679 -1.3049
F 1.5952 1.8230 -3.4238
C 2.9954 2.7800 -1.7559
F 3.7547 3.0634 -2.8424
F 3.8440 2.4279 -0.7754
S 2.1074 4.3923 -1.2381
F 0.8223 4.0366 -2.0758
F 2.6942 5.1755 -2.4851
F 3.3982 4.8137 -0.4030
F 1.5375 3.6952 0.0587
F 1.4205 5.7373 -0.7917
C 3.2338 -2.4684 -1.1565
S 4.9852 -1.9340 -1.2827
C 5.4504 -1.3698 -2.9078
O 5.1885 -0.8622 -0.3404
O 5.8073 -3.0844 -0.9972
N 2.5077 -1.8881 -0.0180
C 1.1428 -1.6907 -0.4111
O 0.3605 -0.9267 0.0942
C 0.9453 -2.6810 -1.6051
C 0.9230 -4.1043 -1.0058
C -0.3767 -4.6258 -0.3918
C -1.0115 -3.7419 0.6798
C -2.2982 -4.3911 1.2171
C -3.4652 -4.1144 0.2681
C -3.9909 -2.7088 0.4927
O -4.4961 -2.2069 -0.7708
C -4.7846 -0.8874 -0.7262
C -4.5315 -0.1062 -1.9880
O -5.2272 -0.3312 0.2692
P -0.6308 -2.5555 -2.5764
S -0.8709 -4.0005 -3.8921
H 6.4994 -6.2498 -3.7878
H 4.9613 -6.7808 -3.2188
H 5.2636 -6.7052 -4.9896
H 5.6343 -4.2721 -3.2838
H 5.0055 -4.3056 -4.9596
H 3.3118 -2.5731 -4.2184
H 1.7187 -3.2649 -4.1828
H 1.0351 -0.4798 -2.7702
H 2.2817 -0.7669 -3.9077
H 3.7942 0.5701 -2.7075
H 3.1650 0.1155 -1.1472
H 3.3799 -3.4950 -0.8420
H 6.1105 -0.5252 -2.7340
H 6.0119 -2.1159 -3.4539
H 4.6342 -1.0237 -3.5280
H 2.5741 -2.5088 0.7817
H 1.1821 -4.7865 -1.8157
H 1.7059 -4.2318 -0.2731
H -1.1094 -4.9367 -1.1194
H -0.1094 -5.5478 0.1153
H -1.2855 -2.7499 0.3286
H -0.3404 -3.5926 1.5256
H -2.5171 -4.0621 2.2303
H -2.1363 -5.4640 1.2518
H -3.1815 -4.2626 -0.7707
H -4.2454 -4.8335 0.5057
H -4.7793 -2.7367 1.2380
H -3.2233 -2.0231 0.8425
H -3.9194 0.7518 -1.7453
H -4.1137 -0.7204 -2.7788
H -5.5016 0.2457 -2.3341
H -0.6696 -1.3425 -3.2827
H -1.7329 -2.5273 -1.7142
C 4.6583 -5.4923 2.4834
C 3.2928 -5.5478 1.8518
O 2.6050 -4.5556 1.7435
C 2.8147 -6.8891 1.3569
H 4.8743 -4.4722 2.7920
H 4.6908 -6.1428 3.3585
H 5.4141 -5.8132 1.7650
H 2.7704 -7.5978 2.1850
H 3.4954 -7.2671 0.5926
H 1.8204 -6.7847 0.9262
C -7.3715 4.1215 -0.7641
C -7.4377 2.6692 -1.1658
O -7.3619 2.3272 -2.3256
C -7.5978 1.6572 -0.0597
H -7.2543 4.7381 -1.6450
H -8.2927 4.4044 -0.2503
H -6.5203 4.2882 -0.1030
H -8.5265 1.8390 0.4847
H -6.7529 1.7198 0.6251
H -7.6278 0.6576 -0.4847
C 0.9558 6.1631 2.2433
C 0.3278 6.6751 3.5169
O -0.2515 7.7369 3.5516
C 0.4558 5.8061 4.7425
H 0.7932 6.8798 1.4428
H 2.0301 6.0310 2.3853
H 0.5033 5.2113 1.9637
H 1.5094 5.6591 4.9874
H -0.0139 4.8365 4.5678
H -0.0357 6.2858 5.5871
C -0.4202 9.3827 6.8961
C -0.6503 8.4566 8.0662
O -0.6307 7.2553 7.9366
C -0.9078 9.0988 9.4087
H -0.2511 8.7997 5.9927
H -1.2947 10.0176 6.7456
H 0.4530 10.0102 7.0836
H -1.8022 9.7216 9.3594
H -0.0548 9.7143 9.6982
H -1.0563 8.3246 10.1579
C -5.9872 8.9196 -1.8888
C -5.7807 7.6012 -2.5940
O -6.0149 6.5490 -2.0482
C -5.2681 7.6564 -4.0123
H -6.3560 8.7373 -0.8822
H -5.0431 9.4630 -1.8279
H -6.7169 9.5232 -2.4307
H -4.2943 8.1478 -4.0388
H -5.9681 8.2079 -4.6417
H -5.1655 6.6451 -4.3987
C -2.3728 -9.2846 -0.2467
C -1.8067 -8.1485 -1.0631
O -1.8761 -7.0008 -0.6874
C -1.1473 -8.5011 -2.3728
H -2.8154 -8.8904 0.6654
H -3.1420 -9.8065 -0.8175
H -1.5808 -9.9871 0.0176
H -1.8649 -8.9908 -3.0327
H -0.3029 -9.1702 -2.1978
H -0.7881 -7.5924 -2.8532
C 2.7394 2.5704 2.7253
C 3.1340 1.1906 3.1955
O 2.6394 0.6971 4.1819
C 4.1698 0.4637 2.3765
H 1.9896 2.9819 3.3983
H 3.6108 3.2280 2.7183
H 2.3220 2.5134 1.7199
H 5.1006 1.0335 2.3605
H 3.8164 0.3192 1.3558
H 4.3599 -0.5105 2.8209

145
Properties=species:S:1:pos:R:3 method="wB97M-V/def2-TZVPD" orbital_gap_ev=6.11 max_force_ha_per_bohr=0.08752 de_lowest_kj_mol=875.6 multiplicity=1 charge=-1 e_lumo_ev=1.49
C 3.5554 4.9983 0.9015
C 3.5344 3.3694 0.9159
O 4.3302 2.8320 1.9990
B 4.6962 1.4338 1.6992
O 6.0956 1.0900 1.4548
Al 3.1104 0.0730 1.6190
C 2.3430 0.1640 -0.2779
C 3.6604 -1.7967 2.2432
C 4.5527 -2.6346 1.2042
O 4.1675 -2.4643 -0.2028
C 3.1287 -3.4249 -0.4642
C 2.3968 -3.2570 -1.8781
O 3.2727 -3.2225 -3.0386
C 3.6108 -1.8967 -3.4306
C 5.1365 -1.5734 -3.6771
C 5.6109 -0.1571 -4.1576
C 4.6068 1.0274 -4.4353
C 5.1218 2.4491 -4.9520
C 6.6354 2.6142 -4.3536
C 4.2868 3.6689 -4.2551
C 5.2684 2.5939 -6.5406
C 4.0171 2.1086 -7.4152
C 3.9740 0.4896 -7.6541
C 2.5873 2.6760 -6.9487
C 4.2590 2.7261 -8.9120
C 3.1004 0.6733 -4.1529
C 2.6230 -0.7357 -3.6866
C 1.5582 0.6677 2.8823
O 0.3622 -0.0348 2.3791
C -0.7639 0.1986 3.1949
F -0.9657 1.5796 3.4383
F -0.6723 -0.5792 4.3792
F -1.9127 -0.2818 2.4693
H 4.4287 5.4087 0.2636
H 3.7309 5.4052 1.9714
H 2.5619 5.4221 0.5338
H 3.9478 3.0196 -0.1081
H 2.4183 3.0680 0.9685
H 6.4178 1.8216 0.8719
H 3.1869 0.2014 -1.0624
H 1.7310 1.1271 -0.4263
H 1.6471 -0.7399 -0.4031
H 2.6764 -2.3795 2.4418
H 4.2521 -1.7059 3.2243
H 5.6695 -2.3919 1.2972
H 4.4201 -3.7499 1.4642
H 3.4821 -4.5163 -0.3229
H 2.3106 -3.2655 0.3440
H 1.6762 -2.3778 -1.7883
H 1.7323 -4.1977 -2.0086
H 5.9326 -2.4047 -3.5167
H 6.7427 -0.0645 -4.3215
H 6.6715 2.5333 -3.2174
H 6.9588 3.6790 -4.6784
H 7.3616 1.9034 -4.8943
H 3.1684 3.4064 -4.1839
H 4.7326 3.8242 -3.2020
H 4.3798 4.6127 -4.8963
H 6.1915 2.0333 -6.9350
H 5.4340 3.7162 -6.7586
H 3.0310 0.1168 -7.0964
H 3.7880 0.2578 -8.7644
H 4.9364 0.0206 -7.2573
H 2.6201 3.6935 -6.4334
H 2.0093 1.8743 -6.3658
H 1.9760 2.8392 -7.9207
H 4.1829 3.8654 -8.8383
H 5.2248 2.3525 -9.3904
H 3.3594 2.3947 -9.5627
H 2.2784 1.4588 -4.2826
H 1.5080 -0.9343 -3.5314
H 1.8654 0.2977 3.9313
H 1.4584 1.8047 2.8106
Cl -5.7753 -2.1220 3.7447
C -5.2721 -0.5383 3.1016
C -5.8369 0.6112 3.9097
Cl -7.6053 0.7545 3.7279
H -5.5803 -0.4842 2.0559
H -4.1806 -0.5151 3.1358
H -5.4050 1.5529 3.5658
H -5.6138 0.5032 4.9727
Cl -4.8565 5.6038 1.9281
C -5.3926 4.9514 3.4960
C -4.2266 4.5734 4.3884
Cl -3.3319 3.1650 3.7666
H -6.0445 4.0971 3.3023
H -5.9880 5.7319 3.9756
H -4.5927 4.3027 5.3811
H -3.5220 5.3995 4.4997
Cl -8.4154 -5.9173 7.5610
C -7.3728 -5.6196 6.1472
C -8.0554 -4.7595 5.1033
Cl -9.4051 -5.6072 4.3075
H -7.0725 -6.5862 5.7388
H -6.4778 -5.1136 6.5159
H -7.3439 -4.4937 4.3192
H -8.4447 -3.8362 5.5362
Cl 7.2057 -4.8858 -0.9349
C 6.6193 -5.9383 -2.2431
C 7.6450 -6.1033 -3.3404
Cl 7.8897 -4.5884 -4.2413
H 5.6869 -5.5173 -2.6254
H 6.3947 -6.9082 -1.7929
H 7.3051 -6.8515 -4.0595
H 8.6102 -6.4263 -2.9461
Cl -9.4970 -2.3753 12.7293
C -10.0786 -3.4235 11.4117
C -9.0473 -3.5904 10.3137
Cl -8.7838 -2.0822 9.4042
H -11.0090 -3.0007 11.0282
H -10.3045 -4.3949 11.8576
H -9.3893 -4.3379 9.5945
H -8.0856 -3.9176 10.7127
Cl -13.0531 -1.9126 1.7856
C -12.0066 -3.3071 2.1536
C -10.5957 -3.1166 1.6358
Cl -10.5229 -3.1460 -0.1440
H -12.4720 -4.2003 1.7330
H -11.9904 -3.4116 3.2409
H -9.9573 -3.9278 1.9924
H -10.1673 -2.1721 1.9766
Cl 7.5279 -5.2113 4.4773
C 7.5133 -3.5412 3.8554
C 6.7420 -2.5998 4.7586
Cl 4.9949 -2.9401 4.7474
H 7.0983 -3.5594 2.8458
H 8.5554 -3.2200 3.7895
H 6.8662 -1.5708 4.4135
H 7.0923 -2.6571 5.7910
Cl -11.7150 2.9190 -0.1829
C -10.8994 1.3477 0.0179
C -9.5113 1.4938 0.6089
Cl -8.3787 2.2785 -0.5194
H -10.8720 0.8535 -0.9549
H -11.5249 0.7503 0.6856
H -9.0999 0.5081 0.8358
H -9.5274 2.0760 1.5320
Cl 3.5606 6.3477 -5.6396
C 3.3550 7.4167 -7.0512
C 1.9492 7.3612 -7.6157
Cl 1.5911 5.7916 -8.3751
H 4.0998 7.1366 -7.7986
H 3.5773 8.4316 -6.7128
H 1.8313 8.1218 -8.3903
H 1.1996 7.5428 -6.8434

| no. | molecular weight (g/mol) |
| --- | --- |
| 1 | 1074.8 |
| 2 | 1104.3 |
| 3 | 1382.0 |